Below is a molecular structure, C37H64AsCl3NO7P2Pd at a distorted geometry, with properties calculated with the ωB97M-V functional and the def2-TZVPD basis.

Its strongest force on any atom is 0.0692 Eh/bohr. The energy above the lowest of the compared OMol25 structures with the same formula, charge and spin comes out at 2.781 eV. For the HOMO-LUMO gap (alpha / beta), the calculation gives 0.30829 / 0.24988 Ha. As for the expectation value of S²: 6.121.

Structure (ORCA input):
```
! wB97M-V def2-TZVPD RIJCOSX def2/J DEFGRID3
* xyz 1 5
Pd 0.233 -1.913 -0.460
C 0.255 -0.807 5.593
C 1.444 -0.247 4.876
C 2.251 0.763 5.678
O 0.964 0.459 3.705
P 1.529 0.150 2.243
O 1.177 -1.201 1.694
C 1.147 1.680 1.301
P -0.465 2.596 1.491
O -1.604 1.881 0.888
O -0.649 2.958 3.024
C -1.890 2.783 3.856
C -2.595 4.119 3.943
C -1.317 2.467 5.191
O 0.039 3.928 0.777
C -0.452 5.046 -0.038
C -0.720 6.225 0.884
C -1.672 4.632 -0.904
O 3.110 0.277 2.411
C 3.992 -0.740 1.795
C 5.203 -0.728 2.738
C 4.263 -0.304 0.411
H 0.595 -1.387 6.494
H -0.349 -1.520 4.991
H -0.452 -0.015 5.998
H 2.056 -1.068 4.453
H 1.615 1.519 6.198
H 2.902 1.371 5.006
H 2.717 0.203 6.487
H 1.142 1.406 0.241
H 2.081 2.220 1.476
H -2.505 1.971 3.535
H -1.818 4.943 4.027
H -3.208 4.121 4.877
H -3.226 4.349 3.067
H -0.606 3.265 5.410
H -0.831 1.492 5.185
H -2.097 2.565 5.975
H 0.399 5.310 -0.615
H -1.719 6.126 1.347
H -0.784 7.170 0.344
H 0.048 6.311 1.673
H -2.346 3.950 -0.283
H -1.371 4.114 -1.827
H -2.281 5.530 -1.159
H 3.502 -1.700 1.810
H 5.962 0.008 2.290
H 5.714 -1.715 2.756
H 4.960 -0.514 3.814
H 4.533 0.776 0.405
H 3.399 -0.417 -0.253
H 5.023 -0.869 -0.119
Cl -4.307 1.185 -7.861
C -3.806 0.564 -6.380
C -3.744 1.289 -5.177
C -3.209 0.749 -4.025
Cl -3.240 1.741 -2.687
C -2.768 -0.675 -4.001
O -2.124 -1.155 -3.056
C -3.068 -1.449 -5.137
Cl -2.779 -3.107 -5.093
C -3.549 -0.859 -6.320
H -4.154 2.263 -5.167
H -3.791 -1.505 -7.139
C -2.531 -1.026 2.620
C -2.008 -2.432 2.331
As -1.752 -2.968 0.439
C -1.613 -4.908 0.868
C -2.827 -5.530 1.512
C -3.395 -2.657 -0.540
C -4.296 -1.460 -0.201
H -2.295 -0.792 3.704
H -3.606 -0.874 2.497
H -2.052 -0.268 1.975
H -2.565 -3.190 2.873
H -0.913 -2.428 2.702
H -0.726 -4.898 1.517
H -1.290 -5.404 -0.068
H -3.017 -5.149 2.511
H -2.626 -6.602 1.585
H -3.692 -5.413 0.859
H -3.981 -3.589 -0.482
H -3.060 -2.554 -1.603
H -4.673 -1.549 0.843
H -5.110 -1.572 -0.919
H -3.769 -0.525 -0.252
C 2.490 -4.142 -1.501
C 1.886 -3.611 -2.792
C 0.363 -3.785 -2.762
C 2.454 -2.264 -3.066
C 3.704 -2.204 -3.603
C 4.191 -1.122 -4.311
C 3.386 0.059 -4.282
C 2.188 0.191 -3.658
C 1.553 1.581 -3.651
C 2.264 2.536 -2.699
C 1.631 2.263 -5.010
C 1.777 -0.974 -2.864
N 1.091 -0.726 -1.756
H 2.004 -5.094 -1.232
H 2.385 -3.382 -0.679
H 3.570 -4.327 -1.619
H 2.209 -4.179 -3.679
H -0.019 -3.294 -1.793
H 0.036 -4.849 -2.793
H -0.140 -3.215 -3.526
H 4.315 -3.174 -3.630
H 5.076 -1.226 -4.924
H 3.807 0.953 -4.811
H 0.474 1.429 -3.400
H 3.060 3.135 -3.202
H 2.756 1.944 -1.916
H 1.565 3.221 -2.195
H 2.706 2.480 -5.300
H 1.122 3.203 -4.945
H 1.134 1.780 -5.830
*
```

Results of the Löwdin charge analysis, in e, for atoms 1 through 5:
1. Pd 0.561
2. C -0.050
3. C -0.447
4. C -0.029
5. O -0.213

Below is a molecular structure, C37H64Cl3FIMgN2O12P at a distorted geometry, with properties calculated with the ωB97M-V functional and the def2-TZVPD basis.

Its strongest force on any atom is 0.0551 Eh/bohr. For the HOMO-LUMO gap, the calculation gives 0.04392 Ha.

Structure (ORCA input):
```
! wB97M-V def2-TZVPD RIJCOSX def2/J DEFGRID3
* xyz 0 1
C -0.692 0.579 -2.802
C 0.107 -0.340 -2.119
C 1.439 -0.550 -2.538
P 1.639 -2.489 -3.467
F -0.060 -2.665 -3.070
C 0.894 -1.745 -5.084
C 1.744 -1.395 -6.291
O 2.324 -2.497 -6.965
C 2.056 -3.297 -1.747
C 0.937 -3.759 -0.832
C 0.460 -2.812 0.268
I -1.641 -3.068 0.579
C 1.693 -4.246 -4.240
O 0.762 -5.063 -3.590
O 1.094 -6.426 -3.916
C 3.480 -2.171 -4.011
Cl 4.709 -3.088 -3.053
C 4.013 -0.727 -4.104
C 5.198 -0.663 -5.085
Cl 4.570 -0.075 -2.532
H -1.056 0.312 -3.784
H -0.930 1.552 -2.398
H -0.320 -0.825 -1.243
H 2.106 -0.497 -1.686
H 1.647 0.187 -3.300
H 0.096 -2.416 -5.379
H 0.364 -0.834 -4.823
H 1.072 -0.895 -6.995
H 2.542 -0.687 -6.133
H 1.623 -3.043 -7.332
H 2.703 -2.646 -1.168
H 2.576 -4.201 -2.017
H 1.415 -4.557 -0.257
H 0.130 -4.272 -1.332
H 0.672 -1.767 0.077
H 0.896 -3.068 1.222
H 1.446 -4.205 -5.300
H 2.700 -4.649 -4.154
H 0.964 -6.519 -4.873
H 3.658 -2.640 -4.971
H 3.270 -0.049 -4.492
H 5.590 -1.647 -5.311
H 5.985 -0.028 -4.703
H 4.871 -0.223 -6.023
C -4.036 6.129 -0.464
O -3.061 5.198 -0.959
C -2.116 4.853 -0.088
O -2.055 5.228 1.065
O -1.261 4.028 -0.662
C -0.189 3.609 0.204
H -4.749 6.317 -1.260
H -4.595 5.700 0.391
H -3.572 7.064 -0.160
H -0.570 3.077 1.072
H 0.393 4.472 0.516
H 0.435 2.942 -0.384
C -0.627 8.102 2.520
O 0.603 8.406 1.886
C 0.472 8.637 0.495
C 0.478 10.111 0.163
O -0.670 10.765 0.670
C -0.433 11.503 1.853
H -0.461 8.132 3.596
H -1.403 8.829 2.262
H -0.958 7.097 2.245
H -0.444 8.174 0.111
H 1.327 8.160 0.004
H 0.466 10.228 -0.925
H 1.392 10.577 0.544
H 0.149 12.406 1.639
H 0.090 10.906 2.604
H -1.403 11.801 2.248
Mg -4.377 4.126 1.384
C 2.580 -3.355 4.433
C 2.195 -4.375 5.495
N 0.768 -4.416 5.750
C 0.417 -5.158 6.948
C 0.713 -6.662 6.985
C -0.067 -4.649 4.586
C 0.180 -5.926 3.769
H 2.184 -2.369 4.683
H 3.666 -3.281 4.369
H 2.215 -3.636 3.444
H 2.687 -4.100 6.431
H 2.607 -5.355 5.206
H -0.647 -5.000 7.145
H 0.940 -4.686 7.786
H 0.024 -7.232 6.364
H 0.604 -7.030 8.007
H 1.731 -6.886 6.664
H 0.045 -3.791 3.916
H -1.113 -4.619 4.897
H 1.241 -6.102 3.584
H -0.310 -5.838 2.798
H -0.232 -6.807 4.256
C -0.521 -10.680 -5.104
C -1.065 -11.577 -4.275
C -0.878 -11.497 -2.797
O -1.450 -12.243 -2.033
C -0.044 -10.363 -2.307
C 0.499 -9.479 -3.137
C 0.300 -9.576 -4.596
O 0.801 -8.758 -5.361
H -0.651 -10.729 -6.177
H -1.682 -12.393 -4.626
H 0.081 -10.305 -1.233
H 1.105 -8.652 -2.792
C -5.027 8.646 6.012
C -5.483 9.887 5.588
C -5.346 10.265 4.262
C -4.750 9.380 3.386
C -4.283 8.145 3.787
C -4.424 7.775 5.113
N -4.616 9.754 1.966
O -5.008 10.847 1.628
O -4.123 8.932 1.213
H -5.142 8.356 7.048
H -5.951 10.562 6.290
H -5.697 11.226 3.917
H -3.818 7.483 3.073
H -4.067 6.810 5.444
Cl 1.242 -13.006 -3.399
*
```

Results of the Löwdin charge analysis, in e, for atoms 1 through 5:
1. C 0.216
2. C -0.142
3. C -0.139
4. P 0.841
5. F -0.310

Number 1: E_tot -175687.975 eV. Number 2: E_tot -130057.023 eV.